C5H14N2O | the ωB97M-V functional and the def2-TZVPD basis

Values from the calculation:
E_HOMO (alpha / beta)	-8.7102 / -11.8956	eV
spin multiplicity	2
Kohn-Sham gap (alpha / beta)	5.5 / 8.6	eV
largest force on an atom	1.3	eV/Å
energy above the lowest of the compared OMol25 structures with the same formula, charge and spin	22.9	kcal/mol
⟨S²⟩	0.7602
total charge	+1

Element x y z (Å)
1 C -1.29671 0.97394 -0.04384
2 C -0.00045 0.45342 0.50840
3 C -0.01931 -1.05853 0.61126
4 C 1.02572 -1.71604 1.12622
5 N 0.97398 -3.07114 1.44155
6 C 0.30075 -3.99454 0.70561
7 N -1.09488 2.41326 -0.52444
8 H -1.57550 0.43642 -0.94843
9 H -2.18070 0.95261 0.58091
10 H 0.87733 0.83510 -0.02830
11 H 0.23530 0.87210 1.49734
12 H -0.92974 -1.57796 0.34291
13 H 2.00795 -1.27265 1.25189
14 H 1.39657 -3.35787 2.30052
15 H 0.10910 -4.99682 1.05314
16 H -0.03548 -3.80727 -0.29534
17 H -0.33270 2.40866 -1.23228
18 H -1.98280 2.76871 -0.86853
19 H -0.83682 3.00787 0.26126
20 H 0.66039 3.25884 -3.21604
21 H 1.78803 3.41563 -2.21665
22 O 0.90997 3.05628 -2.30717

Cartesian forces, eV/Å:
0.105 0.603 -1.090
0.757 -0.254 0.738
0.449 0.597 -0.129
-0.442 -0.775 0.052
0.267 0.274 -0.698
-0.804 -0.825 -0.178
-0.414 -0.969 0.754
0.112 -0.128 -0.083
0.167 0.001 0.544
-0.313 -0.200 -0.728
-0.622 -0.015 0.131
-0.076 -0.074 0.253
-0.217 0.343 0.553
0.387 -0.142 0.125
0.291 0.153 0.476
0.142 0.585 -0.150
-0.187 0.635 0.015
0.133 0.178 -0.437
0.252 0.064 -0.038
-0.023 -0.057 -0.045
0.566 0.136 0.204
-0.529 -0.131 -0.269

***

C35H37F5O3P | the ωB97M-V functional and the def2-TZVPD basis

Values from the calculation:
E_HOMO	-2.0933	eV
spin multiplicity	1
Kohn-Sham gap	4.2	eV
largest force on an atom	3.8	eV/Å
total charge	-1

Element x y z (Å)
1 C 0.31185 -2.47716 2.96896
2 O 0.03214 -1.36876 3.79582
3 C 0.51496 -0.16503 3.21552
4 C -0.38423 0.38206 2.08707
5 C -1.61505 1.20590 2.57063
6 C -2.48826 0.55766 3.68620
7 P -3.42914 -0.89200 3.05693
8 O -2.85693 -1.43277 1.51067
9 O -3.44044 -2.16199 4.22106
10 H 0.21543 -3.36545 3.61039
11 H -0.42133 -2.51377 2.14741
12 H 1.33178 -2.45817 2.54546
13 H 0.72605 0.59201 3.98537
14 H 1.50071 -0.39445 2.75382
15 H 0.25874 1.07446 1.49178
16 H -0.63186 -0.44027 1.39840
17 H -1.20594 2.14413 3.00515
18 H -2.25356 1.54256 1.72683
19 H -1.81731 0.13545 4.47528
20 H -2.65572 -0.70066 0.92897
21 H -3.19227 -3.00352 3.83566
22 F -1.74117 2.52391 0.13363
23 C -1.07674 3.68370 0.05076
24 C 0.24955 3.67581 -0.34134
25 C 0.93557 4.87942 -0.43027
26 C 0.29272 6.07182 -0.11761
27 C -1.03896 6.06159 0.27946
28 C -1.73198 4.86136 0.36017
29 H 0.73406 2.73602 -0.57221
30 H 1.97179 4.88756 -0.74237
31 H 0.83126 7.00905 -0.18335
32 H -1.53829 6.98914 0.52751
33 H -2.77116 4.83334 0.66077
34 F -2.01526 0.68823 -3.07217
35 C -3.17587 0.03616 -2.84186
36 C -3.88434 0.30369 -1.68615
37 C -5.07937 -0.36285 -1.45058
38 C -5.54501 -1.29614 -2.36952
39 C -4.81872 -1.55876 -3.52526
40 C -3.62777 -0.88569 -3.76831
41 H -3.50203 1.02879 -0.97763
42 H -5.64415 -0.15526 -0.55146
43 H -6.47437 -1.81899 -2.18319
44 H -5.17909 -2.28896 -4.23839
45 H -3.05223 -1.07151 -4.66680
46 F 1.61956 1.06194 7.68708
47 C 0.43065 0.46068 7.91286
48 C -0.27161 0.76763 9.06438
49 C -1.49635 0.15366 9.29257
50 C -1.99682 -0.76283 8.37472
51 C -1.27593 -1.06400 7.22550
52 C -0.05611 -0.44585 6.98952
53 H 0.13830 1.47976 9.76989
54 H -2.06080 0.39120 10.18544
55 H -2.95119 -1.24109 8.55470
56 H -1.66433 -1.77745 6.50995
57 H 0.51124 -0.66220 6.09293
58 F 1.33806 -0.67519 -7.50470
59 C 1.21338 -1.24113 -6.28763
60 C 1.91068 -2.40186 -6.00825
61 C 1.78496 -2.98243 -4.75253
62 C 0.95888 -2.40083 -3.79742
63 C 0.26174 -1.23498 -4.09463
64 C 0.39251 -0.64707 -5.34581
65 H 2.54384 -2.84305 -6.76759
66 H 2.33168 -3.88614 -4.51966
67 H 0.85892 -2.85614 -2.82043
68 H -0.38201 -0.78498 -3.35444
69 H -0.13633 0.26511 -5.59220
70 F 4.91652 -3.51504 -5.22396
71 C 5.55482 -2.33059 -5.28332
72 C 6.88603 -2.30243 -5.65770
73 C 7.54507 -1.08211 -5.72381
74 C 6.87035 0.09077 -5.40649
75 C 5.53409 0.04502 -5.02782
76 C 4.86746 -1.17156 -4.97005
77 H 7.39645 -3.22750 -5.89337
78 H 8.58467 -1.04613 -6.02204
79 H 7.38743 1.04075 -5.45471
80 H 5.00968 0.95757 -4.77698
81 H 3.82643 -1.22312 -4.68520

Cartesian forces, eV/Å:
-0.525 -0.245 0.175
0.833 0.196 0.121
0.212 0.064 -1.008
0.317 0.885 -0.189
-0.449 -0.341 0.992
0.741 -2.405 -0.597
-2.494 2.828 0.218
0.734 -1.436 0.463
1.182 0.419 -0.241
-0.053 0.145 -0.323
0.213 -0.214 0.115
-0.165 0.120 0.172
-0.493 -0.289 0.043
-0.215 0.106 0.215
-0.126 -0.307 0.196
-0.090 0.200 0.366
-0.111 -0.228 -0.269
0.414 -0.604 0.679
-0.312 0.494 -0.206
0.127 0.472 -0.003
0.145 -0.256 -0.210
0.072 0.329 -0.728
0.209 0.355 -0.029
0.118 -0.159 -0.064
-0.241 0.086 0.084
0.050 0.042 -0.014
0.166 -0.162 -0.082
-0.193 0.025 0.055
-0.056 -0.018 0.018
-0.004 -0.032 0.015
-0.013 -0.017 0.008
-0.021 -0.023 -0.001
0.027 -0.063 0.034
0.018 0.119 -0.031
-0.565 -0.305 0.127
0.126 0.242 0.187
0.024 -0.098 -0.230
0.005 0.020 -0.036
-0.005 0.145 0.210
0.177 -0.012 -0.198
0.019 -0.013 -0.026
0.108 -0.029 0.057
0.028 -0.004 0.007
0.030 0.016 -0.017
0.025 0.002 0.032
0.091 0.052 0.013
-0.566 -0.297 0.073
0.149 0.182 0.130
0.046 -0.143 -0.225
0.019 0.009 0.078
-0.016 0.020 0.161
0.284 0.038 -0.116
0.010 0.011 -0.041
0.029 0.022 0.004
0.005 0.022 -0.040
-0.018 0.124 -0.115
-0.078 -0.022 -0.021
0.015 0.032 -0.076
-0.051 -0.239 0.471
0.020 -0.105 -0.247
-0.263 0.150 0.051
0.062 -0.055 -0.022
0.195 -0.191 -0.048
-0.077 0.181 -0.095
0.012 0.039 0.007
0.022 0.015 -0.042
-0.015 0.024 -0.014
0.024 0.035 -0.013
-0.001 -0.017 -0.005
-0.006 -0.088 -0.008
0.255 0.511 -0.020
0.063 -0.203 -0.057
-0.222 0.088 0.079
0.041 0.033 -0.017
0.209 -0.160 -0.085
-0.152 -0.007 0.105
-0.041 -0.004 0.003
-0.006 -0.033 0.012
-0.013 -0.018 0.003
-0.032 -0.031 -0.005
0.020 -0.026 0.035

***

C24H52BBrN2O4Si | the ωB97M-V functional and the def2-TZVPD basis

Values from the calculation:
E_HOMO (alpha / beta)	-7.6652 / -9.0588	eV
spin multiplicity	3
Kohn-Sham gap (alpha / beta)	8.1 / 9.5	eV
largest force on an atom	0.2	eV/Å
⟨S²⟩	2.0084

Element x y z (Å)
1 C 7.49329 -5.02847 1.07078
2 C 6.53180 -6.20184 1.23001
3 C 6.26579 -6.92702 -0.09713
4 O 4.88752 -7.00184 -0.42922
5 C 4.14109 -7.89682 0.38593
6 Si 2.40347 -7.20601 0.62504
7 Br 1.12179 -7.84376 -1.09491
8 B 2.26266 -5.17579 0.81323
9 O 1.39573 -4.70375 1.75693
10 C 3.06294 -4.12770 -0.02882
11 C 3.12674 -4.39839 -1.53925
12 H 7.04729 -4.24041 0.46054
13 H 8.41846 -5.34012 0.58166
14 H 7.76127 -4.59438 2.03453
15 H 5.57474 -5.83523 1.61126
16 H 6.92149 -6.89052 1.98312
17 H 6.72277 -6.38044 -0.92341
18 H 6.69537 -7.93651 -0.09069
19 H 4.10501 -8.89049 -0.07843
20 H 4.60111 -8.02135 1.37519
21 H 1.80298 -7.86480 1.81852
22 H 0.96903 -5.38200 2.29153
23 H 2.65780 -3.13176 0.17323
24 H 4.08422 -4.12367 0.37789
25 H 3.97458 -3.89644 -2.00566
26 H 2.22120 -4.04145 -2.03310
27 H 3.22257 -5.46274 -1.75723
28 C -1.82283 -1.17464 -0.40421
29 C -0.60275 -0.84332 0.46605
30 C -0.49670 -1.77915 1.68114
31 C -1.55096 -1.50690 2.74909
32 C -1.52636 -0.04796 3.19257
33 C -1.68620 0.93418 2.02252
34 N -0.65570 0.56470 0.99143
35 O 0.47607 1.13455 1.13410
36 C -3.10516 0.90895 1.45407
37 C -1.39396 2.36022 2.46882
38 C 0.64691 -0.96780 -0.39991
39 H -1.52294 -1.89739 -1.16327
40 H -2.64000 -1.61980 0.15980
41 H -2.19689 -0.28920 -0.91674
42 H 0.49845 -1.65967 2.11929
43 H -0.56035 -2.81075 1.32528
44 H -2.54676 -1.78161 2.39019
45 H -1.35379 -2.14639 3.61245
46 H -2.31748 0.15086 3.92131
47 H -0.57090 0.16455 3.68156
48 H -3.16907 1.50763 0.54383
49 H -3.77092 1.35286 2.19598
50 H -3.47464 -0.08818 1.23976
51 H -0.42513 2.45287 2.95146
52 H -2.17181 2.68528 3.16255
53 H -1.40183 3.02929 1.60842
54 H 0.61009 -0.26212 -1.23114
55 H 0.68203 -1.98160 -0.80355
56 H 1.55087 -0.77538 0.17087
57 C -3.85763 7.13866 -2.82370
58 C -4.12984 5.98434 -1.85024
59 C -3.87515 6.39538 -0.39047
60 C -2.39745 6.56104 -0.05105
61 C -1.60913 5.30716 -0.41001
62 C -1.77698 4.87704 -1.87395
63 N -3.25619 4.79196 -2.13326
64 O -3.78340 3.66220 -1.86557
65 C -1.07266 5.83847 -2.82917
66 C -1.18358 3.48666 -2.07934
67 C -5.58110 5.54640 -2.02068
68 H -4.78185 7.69830 -2.96813
69 H -3.10972 7.83836 -2.45631
70 H -3.53761 6.76810 -3.79646
71 H -4.30391 5.62069 0.25247
72 H -4.42436 7.32080 -0.19333
73 H -1.97733 7.43677 -0.55383
74 H -2.30005 6.75130 1.01983
75 H -0.54325 5.44399 -0.20726
76 H -1.95048 4.47532 0.21196
77 H -1.31433 5.59788 -3.86517
78 H 0.00284 5.71473 -2.69539
79 H -1.30575 6.88318 -2.65225
80 H -1.59088 2.76812 -1.37308
81 H -0.10310 3.54612 -1.93858
82 H -1.38715 3.12735 -3.08868
83 H -5.75800 5.18988 -3.03622
84 H -6.22331 6.40948 -1.83691
85 H -5.84263 4.74998 -1.33044

Cartesian forces, eV/Å:
0.020 0.031 -0.003
0.038 0.042 0.050
-0.054 -0.098 -0.074
-0.046 0.072 0.079
0.071 -0.046 -0.059
0.047 0.108 0.099
-0.065 -0.004 -0.094
-0.044 -0.035 0.005
0.041 -0.022 0.065
-0.046 0.026 -0.003
-0.038 -0.027 -0.010
0.006 -0.023 -0.023
0.001 -0.020 0.017
-0.028 0.001 -0.002
0.003 0.007 -0.005
-0.016 -0.030 -0.036
0.000 0.017 0.014
0.011 0.016 0.000
0.035 -0.025 0.055
-0.026 0.053 0.011
0.014 -0.034 -0.030
0.000 0.007 -0.053
0.067 0.027 -0.016
-0.009 -0.080 0.009
-0.019 0.050 0.013
-0.014 -0.040 0.005
0.052 0.020 0.002
-0.008 0.013 -0.003
0.049 0.124 0.063
-0.010 -0.061 -0.110
0.003 -0.026 0.026
-0.049 0.061 -0.001
0.118 -0.015 -0.100
-0.134 -0.150 0.106
0.066 0.109 -0.079
0.012 0.030 -0.021
-0.011 0.086 0.062
-0.036 -0.013 0.022
-0.031 -0.025 0.019
-0.024 0.025 0.006
0.019 0.004 -0.027
0.005 0.032 -0.011
0.020 0.004 0.038
0.002 0.023 -0.022
-0.035 -0.018 -0.005
0.026 -0.019 0.017
0.011 0.004 -0.016
-0.010 0.004 -0.006
-0.018 -0.012 -0.016
-0.011 -0.026 -0.008
0.009 -0.052 0.003
0.002 -0.050 0.007
0.011 -0.014 0.021
-0.003 -0.007 -0.005
0.017 0.010 0.011
0.008 0.005 -0.006
0.013 -0.002 -0.008
0.053 -0.152 0.019
-0.084 0.056 -0.037
-0.007 0.007 -0.009
0.102 -0.028 -0.013
-0.136 -0.082 0.030
0.093 0.171 0.095
-0.046 -0.106 -0.065
-0.011 -0.023 -0.031
0.017 0.048 0.015
0.028 0.024 0.007
0.025 0.033 0.016
0.029 -0.006 -0.015
-0.032 -0.007 -0.013
0.007 -0.014 -0.007
0.006 -0.017 0.028
-0.015 -0.011 -0.030
0.026 0.035 -0.008
-0.016 -0.006 0.030
-0.037 0.040 -0.002
0.004 0.002 0.001
-0.002 0.020 -0.016
-0.005 0.028 0.007
0.012 -0.012 0.006
-0.015 -0.017 0.015
0.005 -0.001 -0.003
-0.005 0.009 -0.001
0.000 -0.018 0.011
-0.006 -0.006 -0.006